Record 1
{"formula": "C47H37BrN3O6PV", "method": "ωB97M-V/def2-TZVPD", "elements": ["V", "C", "C", "C", "C", "C", "C", "N", "N", "C", "C", "C", "C", "C", "C", "H", "H", "H", "H", "H", "H", "H", "H", "H", "O", "C", "O", "C", "C", "C", "C", "C", "C", "P", "C", "C", "C", "C", "C", "C", "C", "C", "C", "C", "C", "C", "H", "H", "H", "H", "H", "H", "H", "H", "H", "H", "H", "H", "H", "H", "C", "C", "C", "C", "C", "C", "C", "C", "C", "C", "O", "O", "H", "H", "H", "H", "H", "H", "H", "H", "H", "H", "H", "Br", "C", "C", "N", "C", "C", "C", "C", "O", "O", "H", "H", "H"], "xyz": [[0.842, -1.022, 0.225], [-1.355, -2.315, 5.492], [-0.023, -2.279, 5.573], [0.717, -1.712, 4.475], [0.100, -1.355, 3.301], [-1.351, -1.526, 3.201], [-1.990, -2.010, 4.295], [0.867, -0.796, 2.237], [2.022, -0.278, 2.704], [2.972, -0.024, 1.830], [4.243, 0.355, 2.359], [5.319, 0.500, 1.525], [5.152, 0.252, 0.122], [3.925, -0.139, -0.378], [2.834, -0.419, 0.495], [-1.978, -2.777, 6.254], [0.561, -2.671, 6.396], [1.793, -1.648, 4.530], [-1.868, -1.436, 2.228], [-3.073, -2.309, 4.221], [4.372, 0.487, 3.450], [6.378, 0.633, 1.852], [6.036, 0.052, -0.440], [3.858, -0.434, -1.413], [1.444, -0.410, -3.750], [0.937, 0.098, -2.740], [0.563, -0.569, -1.705], [0.701, 1.631, -2.783], [0.717, 2.301, -4.043], [0.539, 3.671, -4.154], [0.432, 4.389, -2.976], [0.593, 3.840, -1.756], [0.610, 2.387, -1.649], [0.527, 1.756, 0.138], [-1.080, 2.489, 0.549], [-1.956, 3.155, -0.370], [-3.169, 3.699, 0.086], [-3.585, 3.601, 1.405], [-2.838, 2.708, 2.187], [-1.609, 2.206, 1.786], [1.604, 2.942, 0.969], [2.950, 2.967, 0.574], [3.832, 3.989, 1.029], [3.403, 4.905, 2.008], [2.080, 4.861, 2.425], [1.202, 3.892, 1.910], [0.925, 1.673, -4.922], [0.593, 4.207, -5.094], [0.345, 5.465, -2.992], [0.696, 4.478, -0.859], [-1.629, 3.330, -1.393], [-3.664, 4.480, -0.472], [-4.351, 4.200, 1.792], [-3.102, 2.498, 3.209], [-1.193, 1.469, 2.481], [3.358, 2.173, -0.036], [4.846, 3.902, 0.713], [4.060, 5.626, 2.409], [1.776, 5.467, 3.232], [0.181, 3.925, 2.278], [-2.696, 1.294, -5.502], [-2.825, 0.363, -4.290], [-3.503, 0.821, -3.174], [-3.417, 0.101, -1.974], [-4.168, 0.493, -0.681], [-2.546, -0.986, -1.908], [-1.986, -1.539, -3.007], [-1.256, -2.869, -2.878], [-2.111, -0.863, -4.260], [-2.299, -1.564, -0.545], [-3.105, -2.453, -0.146], [-1.337, -1.072, 0.218], [-2.030, 0.765, -6.174], [-2.208, 2.243, -5.146], [-3.714, 1.486, -5.930], [-4.028, 1.779, -3.180], [-4.664, -0.354, -0.245], [-4.833, 1.293, -1.004], [-3.546, 0.888, 0.078], [-1.709, -3.480, -2.030], [-0.231, -2.744, -2.500], [-1.247, -3.438, -3.813], [-1.772, -1.256, -5.172], [1.515, -9.494, 0.615], [0.990, -7.682, 0.874], [0.099, -7.495, 1.905], [-0.483, -6.349, 2.100], [-0.129, -5.313, 1.353], [0.854, -5.407, 0.350], [1.449, -6.652, 0.135], [1.400, -4.131, -0.373], [2.108, -4.314, -1.320], [1.046, -3.010, 0.134], [-0.268, -8.355, 2.485], [-0.629, -4.414, 1.605], [2.185, -6.823, -0.615]], "atomic_forces_ev_per_a": [[-0.9, 0.0, -0.6], [-1.8, -1.1, 0.5], [2.8, 1.2, -1.3], [-0.4, -1.1, 1.4], [-1.5, 0.8, -0.8], [1.8, -0.1, -1.1], [-2.2, -0.5, -0.1], [0.5, -0.2, 0.3], [-2.1, -0.2, 2.2], [2.0, -0.6, -0.8], [0.2, 0.6, 0.7], [0.8, -0.5, -1.3], [-0.1, -0.3, 1.5], [-0.6, -1.0, 1.0], [0.2, 1.1, -1.6], [0.2, 0.1, 0.2], [-0.2, 0.1, 0.2], [0.0, 0.0, 0.0], [0.5, 0.2, 0.6], [1.1, 0.7, 0.0], [-0.3, -0.1, -0.7], [-1.1, 0.1, 0.1], [0.6, 0.5, -0.7], [-0.1, 0.0, -0.3], [-0.4, 0.7, 0.7], [0.1, -0.8, -0.9], [0.5, 0.9, -0.3], [0.1, -0.4, -0.6], [0.2, -0.6, -0.3], [0.2, -1.1, 0.1], [0.4, 1.7, -0.1], [0.0, -2.1, 1.1], [0.6, 2.1, 1.9], [-0.4, -0.6, -1.2], [-1.6, 0.0, -1.7], [0.5, -0.1, 1.1], [0.7, 1.1, 0.2], [2.2, -1.9, -0.4], [-0.2, 1.0, 0.4], [-1.0, -0.9, 0.9], [1.0, 1.0, 0.1], [0.6, 1.3, 0.7], [-1.7, -1.2, 0.6], [-0.6, -1.2, -1.4], [0.4, -1.5, -0.8], [0.0, 0.6, 0.2], [-0.2, 0.3, 0.5], [-0.2, -0.3, -0.1], [0.0, 0.3, -0.3], [-0.3, -0.6, -0.6], [-0.3, -0.1, 0.3], [-0.2, -0.3, -0.8], [-1.2, 0.5, 0.4], [-0.4, -0.1, 0.3], [0.5, 0.4, -0.3], [-0.1, 0.1, -0.3], [0.6, 0.2, -0.1], [0.7, 0.7, 0.4], [-0.5, 0.8, 0.7], [0.1, -0.2, -0.1], [-0.6, -0.2, 1.0], [1.0, -0.2, -0.6], [0.0, -0.4, 1.1], [0.2, 0.4, 0.8], [0.0, 0.4, -2.3], [-0.6, 0.8, 1.4], [1.0, -0.9, -2.7], [-0.2, -0.4, 1.3], [-1.7, 1.1, 2.5], [-0.1, -1.2, 2.6], [1.3, 1.4, -0.6], [-1.3, -0.7, -1.7], [0.0, 0.4, -0.6], [-0.5, -0.8, -0.6], [1.0, 0.0, 0.0], [0.0, -0.2, -0.1], [-0.5, -0.4, -0.1], [-0.5, -0.1, 0.4], [1.0, 0.4, 0.7], [0.1, 0.6, -1.3], [-0.1, 0.3, -0.5], [0.0, 0.1, 0.2], [0.9, -0.6, -0.9], [0.4, -0.1, -0.2], [-0.1, -1.4, 1.0], [-0.8, -1.3, -0.2], [-0.6, 0.6, 0.8], [1.0, -0.5, -0.7], [0.1, 1.1, 0.7], [-0.4, 1.1, -0.6], [-1.1, -0.1, 1.3], [1.2, -0.4, -1.6], [-0.5, -0.2, 0.3], [0.4, 0.4, -0.1], [-0.2, 1.0, -0.2], [0.5, 0.3, -0.5]], "mulliken_charge": [0.524, -0.555, -0.657, -0.557, -0.241, 0.241, -0.691, 1.652, -0.847, 0.933, -0.583, -0.586, -0.710, -0.698, 0.398, 0.307, 0.356, 0.433, 0.270, 0.302, 0.344, 0.295, 0.433, 0.523, -0.836, -0.570, 0.553, 0.435, -0.559, -1.055, -0.232, -1.016, 0.161, 2.147, 0.564, -0.861, -0.723, -0.916, -0.510, -0.461, 0.482, -0.450, -1.161, -0.637, -0.724, -0.254, 0.441, 0.382, 0.437, 0.237, 0.284, 0.371, 0.535, 0.442, 0.165, 0.660, 0.471, 0.416, 0.430, 0.282, -1.677, 0.818, -0.897, 1.670, -1.554, 0.934, 1.284, -1.256, -1.217, -1.752, -0.755, 0.168, 0.345, 0.223, 0.419, 0.250, 0.535, 0.412, 0.178, 0.194, 0.106, 0.453, 0.479, -0.262, 0.176, -0.272, -0.576, -0.615, 0.305, -0.740, -0.009, -0.723, -0.374, 0.329, 0.980, 0.604], "orbital_gap_ha": [0.18098, 0.24190], "e_lumo_ev": [3.74, 3.74], "spin_multiplicity": 4, "charge": -2}

Record 2
{"formula": "C47H37ClLiN4O2P2", "method": "ωB97M-V/def2-TZVPD", "elements": ["Li", "O", "C", "O", "C", "C", "C", "N", "C", "C", "C", "C", "C", "C", "C", "N", "C", "C", "C", "C", "C", "N", "H", "H", "H", "H", "H", "H", "H", "H", "H", "H", "N", "P", "C", "C", "C", "C", "C", "C", "C", "C", "C", "C", "C", "C", "P", "C", "C", "C", "C", "C", "C", "C", "C", "C", "C", "C", "C", "H", "H", "H", "H", "H", "H", "H", "H", "H", "H", "H", "H", "H", "H", "H", "H", "H", "H", "H", "H", "H", "Cl", "C", "C", "C", "C", "C", "C", "C", "H", "H", "H", "H", "H", "H"], "xyz": [[-0.072, 0.862, 1.341], [0.765, 6.443, -2.922], [1.692, 5.679, -2.608], [2.878, 5.640, -2.975], [1.291, 4.558, -1.607], [-0.008, 4.460, -1.132], [-0.336, 3.417, -0.276], [0.557, 2.503, 0.102], [1.812, 2.600, -0.334], [2.220, 3.615, -1.186], [2.720, 1.512, 0.146], [4.007, 1.334, -0.355], [4.756, 0.268, 0.107], [4.209, -0.584, 1.058], [2.922, -0.325, 1.503], [2.194, 0.693, 1.058], [-1.716, 3.175, 0.246], [-2.773, 4.051, 0.024], [-4.031, 3.707, 0.487], [-4.199, 2.503, 1.157], [-3.088, 1.701, 1.350], [-1.874, 2.029, 0.916], [-0.719, 5.197, -1.478], [3.230, 3.717, -1.555], [4.403, 2.006, -1.101], [5.754, 0.097, -0.277], [4.761, -1.430, 1.443], [2.443, -0.962, 2.238], [-2.615, 4.978, -0.508], [-4.872, 4.367, 0.319], [-5.166, 2.188, 1.520], [-3.162, 0.748, 1.863], [-1.104, -2.595, -0.427], [-2.036, -1.144, -0.374], [-3.719, -1.848, -0.285], [-4.800, -1.183, -0.864], [-6.092, -1.648, -0.678], [-6.321, -2.780, 0.094], [-5.254, -3.440, 0.683], [-3.960, -2.976, 0.496], [-1.978, -0.550, -2.119], [-2.319, -1.343, -3.214], [-2.140, -0.875, -4.504], [-1.632, 0.403, -4.718], [-1.305, 1.208, -3.639], [-1.472, 0.723, -2.348], [0.549, -2.365, -0.029], [1.363, -2.324, -1.684], [1.526, -3.440, -2.504], [2.040, -3.303, -3.782], [2.398, -2.047, -4.260], [2.246, -0.931, -3.453], [1.732, -1.075, -2.171], [1.034, -4.044, 0.510], [0.104, -4.991, 0.919], [0.520, -6.221, 1.415], [1.871, -6.511, 1.514], [2.809, -5.567, 1.110], [2.393, -4.344, 0.615], [-1.350, -3.311, -1.106], [-4.628, -0.302, -1.471], [-6.922, -1.123, -1.130], [-7.332, -3.137, 0.247], [-5.421, -4.308, 1.309], [-3.134, -3.475, 0.987], [-2.732, -2.334, -3.053], [-2.395, -1.502, -5.350], [-1.496, 0.768, -5.728], [-0.910, 2.204, -3.794], [-1.190, 1.334, -1.501], [1.256, -4.423, -2.135], [2.160, -4.175, -4.412], [2.795, -1.942, -5.261], [2.516, 0.051, -3.818], [1.600, -0.202, -1.543], [-0.952, -4.756, 0.860], [-0.217, -6.947, 1.733], [2.194, -7.466, 1.906], [3.866, -5.786, 1.188], [3.129, -3.613, 0.300], [-3.937, -4.569, 3.497], [-2.844, -3.191, 3.539], [-1.491, -3.373, 3.294], [-0.632, -2.296, 3.269], [-1.067, -0.959, 3.508], [-0.203, 0.155, 3.432], [-2.454, -0.843, 3.819], [-3.318, -1.918, 3.818], [-1.112, -4.372, 3.117], [0.419, -2.474, 3.072], [0.862, -0.038, 3.515], [-0.533, 1.077, 3.904], [-2.842, 0.136, 4.075], [-4.369, -1.771, 4.038]], "atomic_forces_ev_per_a": [[0.1, 0.2, 0.1], [-0.1, 0.1, 0.0], [0.0, -0.1, 0.0], [0.1, 0.0, 0.0], [0.1, 0.0, 0.0], [0.0, -0.1, 0.0], [0.0, 0.0, 0.0], [0.0, 0.0, 0.0], [0.0, -0.1, 0.0], [-0.1, 0.1, 0.0], [-0.1, 0.1, 0.0], [0.0, 0.0, 0.0], [0.0, -0.1, 0.1], [0.0, 0.1, -0.1], [0.1, 0.0, 0.0], [0.0, -0.1, -0.1], [0.1, 0.0, 0.0], [0.0, 0.0, 0.0], [0.0, -0.1, 0.0], [0.0, 0.1, 0.0], [0.0, 0.0, 0.0], [-0.1, 0.1, -0.1], [0.0, 0.0, 0.0], [0.0, 0.0, 0.0], [0.0, 0.0, 0.0], [0.0, 0.0, 0.0], [0.0, 0.0, 0.0], [0.0, 0.0, 0.0], [0.0, 0.0, 0.0], [0.0, 0.0, 0.0], [0.0, 0.0, 0.0], [0.0, 0.0, 0.0], [0.1, 0.3, 0.1], [0.3, -0.3, -0.1], [0.0, 0.1, -0.1], [0.1, 0.0, 0.0], [0.0, 0.0, 0.0], [0.0, 0.1, 0.0], [-0.1, -0.1, -0.1], [0.0, 0.0, 0.0], [-0.1, -0.1, 0.1], [0.0, -0.1, 0.1], [0.0, 0.0, 0.0], [0.0, 0.0, 0.0], [0.0, 0.0, -0.1], [0.0, 0.0, 0.1], [-0.2, -0.1, -0.2], [-0.1, 0.0, 0.1], [0.0, 0.0, 0.0], [0.0, 0.0, 0.0], [0.0, 0.0, 0.0], [0.0, 0.0, 0.0], [0.0, 0.0, 0.0], [0.0, 0.0, 0.0], [-0.1, 0.0, -0.1], [0.0, 0.0, 0.0], [0.0, 0.0, 0.0], [0.0, 0.0, 0.0], [0.0, 0.0, 0.0], [0.0, 0.1, 0.0], [0.0, 0.0, 0.0], [0.0, 0.0, 0.0], [0.0, 0.0, 0.0], [0.0, 0.1, -0.1], [0.0, 0.0, -0.1], [0.0, 0.0, 0.0], [0.0, 0.0, 0.0], [0.0, 0.0, 0.0], [0.0, 0.0, 0.0], [0.0, 0.0, 0.0], [0.0, 0.0, 0.0], [0.0, 0.0, 0.0], [0.0, 0.0, 0.0], [0.0, 0.0, 0.0], [0.0, 0.0, 0.0], [0.0, 0.0, 0.0], [0.0, 0.0, 0.0], [0.0, 0.0, 0.0], [0.0, 0.0, 0.0], [0.0, 0.0, 0.0], [0.1, 0.0, 0.3], [0.0, 0.0, 0.1], [0.0, -0.1, 0.0], [0.0, 0.0, 0.0], [0.1, 0.0, 0.1], [-0.1, -0.1, -0.1], [0.0, 0.0, -0.1], [-0.1, 0.0, 0.0], [0.0, 0.0, 0.1], [0.1, 0.0, 0.0], [0.1, 0.0, 0.1], [0.0, 0.0, 0.0], [0.0, 0.0, 0.0], [0.0, 0.0, 0.0]], "mulliken_charge": [1.200, -0.741, 0.489, -0.743, -0.678, -1.026, 0.713, 0.053, 0.795, -0.846, 0.139, -0.637, -0.715, -0.704, 0.102, 0.127, 0.253, -0.989, -0.631, -1.181, -0.262, 0.425, 0.546, 0.553, 0.414, 0.408, 0.497, 0.083, 0.444, 0.441, 0.515, 0.556, 0.094, 1.340, 0.034, -0.781, -0.691, -0.603, -0.689, -0.171, -0.190, -0.544, -0.730, -0.600, -0.433, -0.098, 0.984, 0.265, -0.629, -0.663, -0.674, -0.827, 0.039, 0.203, -0.757, -0.316, -0.564, -0.506, -0.631, 0.502, 0.445, 0.403, 0.380, 0.378, 0.253, 0.353, 0.408, 0.401, 0.559, 0.331, 0.380, 0.422, 0.391, 0.536, 0.277, 0.346, 0.429, 0.354, 0.413, 0.380, -0.277, 0.033, -0.586, -0.439, 1.676, -2.694, -0.666, -0.557, 0.798, 0.298, 0.378, 0.402, 0.416, 0.413], "orbital_gap_ha": 0.20116, "e_lumo_ev": 1.99, "charge": -1}

Total energy, record by record: -171116.5134, -90705.3861 eV
Energy above the lowest of the compared OMol25 structures with the same formula, charge and spin, record by record: 3.58, 0.00 kcal per mole